# 1
Density functional theory data (ωB97M-V with the def2-TZVPD basis set) for a 7-piece molecular cluster, C44H82BN3O12S overall.

Values from the calculation:
Net charge: 0
Molecular weight in g mol⁻¹: 888.0
LUMO level in eV: -0.09
Structure (SMILES): CCCCCCC[C@]1(c2cccnc2)C[C@@](CC(=O)N(C)C)(OCCCC)S(=O)(=O)O[C@H]1B(O)N(C)C.CC(C)=O.CC(C)=O.CC(C)=O.CC(C)=O.CC(C)=O.CC(C)=O

Element x y z (Å)
C: 5.7871 1.5755 -1.7918
C: 4.1711 1.3024 -2.1158
C: 3.5059 0.8406 -0.6837
C: 1.9439 1.3784 -0.6175
C: 1.0035 0.1117 -1.1259
C: -0.5490 0.6286 -1.3692
C: -1.6442 -0.1648 -0.4429
C: -3.0460 -0.5842 -1.2593
C: -2.7511 -1.8388 -2.3055
C: -3.1095 -3.3607 -1.8247
C: -2.7204 -4.5068 -2.9552
C: -2.0585 -3.9141 -4.3194
N: -1.7725 -2.5241 -4.7585
C: -2.1147 -1.4544 -3.7625
C: -3.5129 0.8170 -1.9960
C: -5.1006 0.8350 -2.4930
C: -5.9377 2.1579 -2.0386
C: -6.0019 2.5234 -0.4580
O: -4.9692 2.7947 0.3709
N: -7.3641 2.7175 0.2431
C: -8.0688 1.4172 0.4918
C: -8.2053 3.7621 -0.4378
O: -4.9477 0.6962 -3.9818
C: -6.1607 0.9992 -4.7130
C: -5.8850 0.5454 -6.2996
C: -6.3514 -1.0027 -6.6130
C: -5.0357 -2.0022 -6.5595
S: -6.0352 -0.7640 -2.0193
O: -5.8353 -1.8086 -3.1886
O: -7.5979 -0.5411 -1.9948
O: -5.4255 -1.5214 -0.6256
C: -4.2050 -0.8611 -0.1396
B: -3.7305 -1.5937 1.2511
O: -2.6945 -2.6511 1.3787
N: -4.4284 -1.1442 2.5420
C: -5.3730 -2.2502 2.9688
C: -3.2979 -0.9936 3.5802
H: 5.9941 2.7389 -1.7378
H: 6.1247 1.0478 -0.8034
H: 6.4357 1.1285 -2.6619
H: 3.6573 2.2663 -2.5789
H: 4.1295 0.3991 -2.8822
H: 4.1115 1.2347 0.2401
H: 3.5132 -0.3430 -0.6523
H: 1.6009 1.6272 0.4971
H: 1.7908 2.3294 -1.3006
H: 1.4259 -0.3174 -2.1291
H: 1.0754 -0.7264 -0.3081
H: -0.7391 0.6117 -2.5168
H: -0.5478 1.7793 -1.0507
H: -1.0708 -1.1332 -0.0423
H: -1.8719 0.5900 0.4556
H: -3.5932 -3.7144 -0.8275
H: -2.8903 -5.6730 -2.7903
H: -1.7456 -4.7550 -5.1099
H: -1.8325 -0.3530 -4.1294
H: -3.2755 1.6684 -1.1928
H: -2.8147 1.1288 -2.9126
H: -5.4297 3.0871 -2.5897
H: -7.0782 2.1385 -2.3932
H: -7.2786 0.5395 0.4213
H: -8.6944 1.3694 1.4874
H: -8.8084 1.2408 -0.4286
H: -8.7891 4.4016 0.3830
H: -7.4616 4.5442 -0.9475
H: -8.9287 3.3699 -1.2715
H: -7.1315 0.4312 -4.3974
H: -6.4449 2.1513 -4.7822
H: -6.6076 1.2404 -6.9400
H: -4.7885 0.7718 -6.6439
H: -7.2598 -1.3785 -5.9751
H: -6.7166 -1.0151 -7.7460
H: -4.0990 -1.3035 -6.3295
H: -4.8382 -2.4518 -7.6290
H: -5.2219 -2.8105 -5.7251
H: -4.5682 0.2259 0.2042
H: -3.1904 -3.5241 1.5695
H: -5.3984 -3.1424 2.1799
H: -5.0459 -2.7540 3.9988
H: -6.4667 -1.8411 3.1446
H: -3.6296 -0.2741 4.4544
H: -2.3905 -0.5175 2.9808
H: -2.9721 -2.0631 3.9380
C: 1.3287 2.9826 4.0983
C: 1.5175 1.5137 3.8285
C: 1.3328 0.5667 4.9840
O: 1.8114 1.1030 2.7070
H: 1.4935 3.5455 3.1734
H: 0.3089 3.1688 4.4441
H: 2.0516 3.3189 4.8459
H: 0.3130 0.6453 5.3692
H: 2.0558 0.7954 5.7710
H: 1.5001 -0.4601 4.6419
C: 5.1007 -0.6976 8.5645
C: 3.8659 0.1623 8.5213
C: 3.1560 0.4227 9.8230
O: 3.4529 0.6341 7.4632
H: 5.5072 -0.7998 7.5526
H: 5.8571 -0.2300 9.1997
H: 4.8481 -1.6917 8.9419
H: 3.8258 0.9402 10.5143
H: 2.8168 -0.5215 10.2565
H: 2.2829 1.0578 9.6393
C: 5.7272 2.9127 -5.7383
C: 5.4346 4.0052 -4.7448
C: 4.7247 5.2320 -5.2517
O: 5.7631 3.8995 -3.5642
H: 6.2426 2.0899 -5.2314
H: 4.7928 2.5335 -6.1594
H: 6.3747 3.2953 -6.5313
H: 3.7456 4.9561 -5.6512
H: 5.3275 5.7179 -6.0230
H: 4.5804 5.9353 -4.4247
C: 10.1139 0.6219 -0.7126
C: 9.2402 -0.0882 0.2866
C: 9.7236 -0.1495 1.7109
O: 8.1724 -0.5989 -0.0478
H: 9.6390 0.5873 -1.6990
H: 10.2378 1.6678 -0.4206
H: 11.0859 0.1262 -0.7748
H: 9.8302 0.8620 2.1108
H: 10.6783 -0.6796 1.7567
H: 8.9920 -0.6918 2.3193
C: 7.6105 1.3179 12.4978
C: 6.1330 1.4961 12.2713
C: 5.5199 2.8057 12.6896
O: 5.4527 0.6057 11.7640
H: 7.9141 0.3254 12.1481
H: 8.1663 2.0721 11.9351
H: 7.8350 1.3967 13.5645
H: 5.9826 3.6262 12.1354
H: 5.6513 2.9508 13.7649
H: 4.4479 2.7923 12.4662
C: -2.0279 -6.6359 -8.3602
C: -1.3010 -7.2236 -7.1803
C: 0.1218 -7.6670 -7.3926
O: -1.8486 -7.3373 -6.0848
H: -3.0446 -6.3609 -8.0597
H: -1.5103 -5.7376 -8.7057
H: -2.0884 -7.3736 -9.1644
H: 0.7353 -6.8145 -7.6950
H: 0.1572 -8.4505 -8.1536
H: 0.5198 -8.0703 -6.4554

Mulliken atomic charge list, values in e, 4 entries:
1 C -0.635
2 C -0.153
3 C -0.576
4 C -0.123

# 2
Density functional theory data (ωB97M-V with the def2-TZVPD basis set) for a 11-piece molecular cluster, C44H82N2O18S9 overall.

Values from the calculation:
Net charge: 0
Molecular weight in g mol⁻¹: 1215.7
LUMO level in eV: -0.21
Structure (SMILES): O=S1(=O)CCCC1.O=S1(=O)CCCC1.O=S1(=O)CCCC1.O=S1(=O)CCCC1.O=S1(=O)CCCC1.O=S1(=O)CCCC1.O=S1(=O)CCCC1.O=S1(=O)CCCC1.O=S1(=O)CCCC1.c1cc[nH]c1.c1cc[nH]c1

Element x y z (Å)
O: -6.2269 1.4204 2.1933
S: -6.2243 0.7705 0.8867
O: -6.9141 -0.4436 0.5599
C: -6.5599 2.0486 -0.4232
C: -5.2786 2.8924 -0.5002
C: -4.0572 1.9537 -0.2562
C: -4.5084 0.6534 0.3974
H: -7.5232 2.4741 -0.1466
H: -6.7230 1.5693 -1.3908
H: -5.1561 3.4774 -1.4069
H: -5.3185 3.5865 0.3404
H: -3.4432 2.4489 0.5026
H: -3.4214 1.8773 -1.1344
H: -3.8075 0.0825 1.0023
H: -4.6946 -0.0345 -0.4442
O: -3.2792 -3.0980 0.7230
S: -3.8846 -2.8050 2.0162
O: -3.4913 -1.6462 2.8278
C: -5.6669 -2.7648 1.9648
C: -6.1797 -4.0956 2.5478
C: -5.0041 -5.0161 2.7393
C: -3.7095 -4.2748 3.1107
H: -5.9420 -2.6449 0.9193
H: -6.0570 -1.9452 2.5570
H: -6.6000 -3.8873 3.5344
H: -6.9602 -4.5395 1.9353
H: -4.7326 -5.5049 1.7910
H: -5.2100 -5.8887 3.3627
H: -2.7955 -4.7294 2.7508
H: -3.8071 -3.8637 4.1125
O: -0.7379 3.4684 0.3725
S: -0.8443 4.9173 0.2874
O: -1.2130 5.8233 1.3798
C: 0.7123 5.5008 -0.3925
C: 0.6570 5.2984 -1.9142
C: -0.8066 5.0531 -2.3825
C: -1.7939 5.3451 -1.2463
H: 1.4779 4.8404 0.0082
H: 0.8750 6.5540 -0.1789
H: 1.1109 5.9835 -2.6260
H: 1.1896 4.3619 -2.1028
H: -0.9654 4.0075 -2.6600
H: -0.9380 5.5363 -3.3509
H: -2.7670 4.8832 -1.3926
H: -1.9818 6.4168 -1.1495
O: 1.1047 -4.3905 0.0030
S: 0.1266 -5.1143 -0.8004
O: -0.4179 -4.5883 -2.0419
C: 0.6675 -6.8189 -0.9281
C: -0.4841 -7.5880 -0.2426
C: -0.9420 -6.7657 0.9223
C: -1.2862 -5.3785 0.4011
H: 1.6539 -6.9280 -0.4884
H: 0.6671 -7.0400 -1.9947
H: -1.3411 -7.6721 -0.9197
H: -0.1559 -8.6057 -0.0324
H: -0.0618 -6.6545 1.5670
H: -1.7559 -7.2193 1.4890
H: -1.2282 -4.6539 1.2076
H: -2.2235 -5.2279 -0.1288
O: 0.2196 1.0856 -2.8849
S: 0.6400 0.0053 -2.0184
O: 1.8942 -0.6606 -2.3602
C: 0.7297 0.6015 -0.2605
C: -0.4416 0.0144 0.5516
C: -1.5061 -0.4567 -0.4605
C: -0.7774 -1.1113 -1.6095
H: 0.9409 1.6642 -0.1906
H: 1.5971 0.0899 0.1616
H: -0.1480 -0.7736 1.2393
H: -0.9439 0.7713 1.1585
H: -2.1384 0.3677 -0.7866
H: -2.1614 -1.1913 0.0107
H: -1.3203 -1.1512 -2.5530
H: -0.2761 -2.0484 -1.3761
O: 6.9472 -2.8356 -5.2618
S: 6.0053 -3.0700 -4.1905
O: 6.3058 -2.9661 -2.7709
C: 4.4080 -2.1396 -4.3719
C: 3.4284 -3.0750 -5.0488
C: 3.7346 -4.4635 -4.5056
C: 5.2335 -4.7474 -4.6178
H: 4.5865 -1.1683 -4.8325
H: 4.0161 -1.8709 -3.3867
H: 2.3906 -2.9066 -4.7573
H: 3.5011 -2.8590 -6.1176
H: 3.1705 -5.2973 -4.9220
H: 3.4237 -4.3743 -3.4588
H: 5.4434 -4.8954 -5.6776
H: 5.6566 -5.5914 -4.0817
O: 2.1473 -0.9329 2.0921
S: 3.4556 -1.5605 2.2169
O: 4.2554 -1.2822 3.3899
C: 3.2693 -3.3771 2.1388
C: 4.1926 -3.7731 0.9521
C: 4.2018 -2.6099 -0.0531
C: 4.4784 -1.3534 0.7499
H: 2.1962 -3.5254 2.0296
H: 3.5316 -3.8237 3.0946
H: 5.2098 -3.9876 1.2877
H: 3.8535 -4.7388 0.5725
H: 3.1904 -2.5525 -0.4607
H: 4.9885 -2.7000 -0.7983
H: 4.2637 -0.5813 0.0043
H: 5.4935 -1.1797 1.1028
O: -4.2085 2.1755 6.6023
S: -4.2647 3.0337 5.4301
O: -5.4549 3.7968 5.1674
C: -2.8443 4.1408 5.5281
C: -1.8912 3.6626 4.4071
C: -2.7186 3.0735 3.2794
C: -3.7566 2.1195 3.9333
H: -2.3224 3.9942 6.4686
H: -3.1246 5.1756 5.3485
H: -1.0937 4.3583 4.1478
H: -1.2984 2.8388 4.8255
H: -2.1052 2.3617 2.7221
H: -3.1594 3.8259 2.6279
H: -3.2104 1.2774 4.3619
H: -4.5811 1.7489 3.3309
O: 3.8547 4.5831 3.9040
S: 3.4933 3.2506 4.3961
O: 4.0581 2.6908 5.6102
C: 1.7154 2.8894 4.2876
C: 1.3778 2.6703 2.8246
C: 2.6351 2.5176 1.9677
C: 3.7619 2.1508 2.9404
H: 1.2012 3.5853 4.9506
H: 1.5756 1.9176 4.7662
H: 0.8627 1.7219 2.6433
H: 0.6695 3.4018 2.4345
H: 2.8309 3.3978 1.3513
H: 2.6060 1.7229 1.2245
H: 4.8335 2.2165 2.7541
H: 3.6387 1.1750 3.4171
C: 4.7902 2.4024 -1.0950
C: 5.9706 1.6119 -0.9146
C: 5.8986 0.6706 -1.9241
N: 4.8055 0.9008 -2.6927
C: 4.1367 2.0206 -2.2372
H: 4.4178 3.2254 -0.5015
H: 6.6979 1.6574 -0.1247
H: 6.5391 -0.1661 -2.1584
H: 4.4879 0.3296 -3.4531
H: 3.2045 2.3110 -2.6898
C: -1.1672 4.4102 -6.2680
C: 0.1066 4.9508 -6.0382
C: 0.8395 4.1708 -5.2011
N: 0.0749 3.0188 -5.0235
C: -1.1080 3.1611 -5.7030
H: -1.9408 4.7362 -6.9411
H: 0.3567 5.9697 -6.3136
H: 1.8556 4.2384 -4.8550
H: 0.3718 2.1579 -4.5917
H: -1.8271 2.3623 -5.6030

Mulliken atomic charge list, values in e, 4 entries:
1 O -0.716
2 S 1.156
3 O -0.701
4 C -1.020

| no. | frontier orbital gap (eV) | HOMO energy (Ha) |
| --- | --- | --- |
| 1 | 8.020 | -0.29804 |
| 2 | 8.230 | -0.31022 |